The following is a DFT calculation (ωB97M-V with the def2-TZVPD basis set) of a single C2H2FI molecule.

```
6
Properties=species:S:1:pos:R:3:forces:R:3
C 0.074 -0.723 -0.702 0.273 4.527 4.074
C 0.094 0.574 0.616 -2.698 -4.542 -7.454
F 0.994 0.370 1.431 3.048 -0.167 3.109
I -1.754 1.107 1.267 -0.813 0.538 0.563
H -0.477 -0.514 -1.580 -1.453 0.341 -0.447
H 1.070 -0.814 -1.032 1.644 -0.698 0.155
```
Positions in Å, forces in eV/Å.

- net charge = 0
- ΔE to the lowest compared entry with this formula, charge and spin (kJ/mol) = 359.0
- LUMO level (spin up / spin down) (eV) = -0.61 / -0.44
- SMILES = C=C(F)I
- total energy (eV) = -12919.4267

Electronic structure analysis, Löwdin charges in units of e: number 1, C, carries 0.05; number 2, C, carries -0.87; number 3, F, carries 0.02; number 4, I, carries 0.85; number 5, H, carries -0.02; number 6, H, carries -0.03

The following is a DFT calculation (ωB97M-V with the def2-TZVPD basis set) of a single C2H5NO3S molecule.

```
12
Properties=species:S:1:pos:R:3:forces:R:3
C -1.248 -0.252 -0.786 1.607 1.877 -1.568
S -0.449 0.101 0.609 1.645 1.288 -0.369
C 0.957 1.364 0.343 -1.116 -0.214 2.131
O -1.198 0.669 1.704 0.414 -0.928 0.378
O 0.387 -1.211 0.833 -1.076 0.667 1.753
N 0.614 -1.886 -0.709 -1.201 -2.727 -1.144
O 0.227 -2.976 -0.725 1.013 3.022 0.341
H -1.332 0.597 -1.519 -0.245 -1.061 1.035
H -1.868 -1.104 -0.823 -0.567 -0.642 0.126
H 1.027 1.612 -0.672 -0.141 0.783 -1.322
H 1.025 2.187 1.120 -1.349 -0.550 -1.292
H 1.858 0.900 0.626 1.018 -1.516 -0.068
```
Positions in Å, forces in eV/Å.

- net charge = 0
- ΔE to the lowest compared entry with this formula, charge and spin (kJ/mol) = 686.1
- LUMO level (spin up / spin down) (eV) = -0.90 / -0.90
- SMILES = C=[S@@](C)(=O)ON=O
- total energy (eV) = -20616.4236

Atom charges from the Löwdin analysis, given in e for atoms 1 to 8: number 1, C, carries -0.24; number 2, S, carries 0.68; number 3, C, carries -0.10; number 4, O, carries -0.34; number 5, O, carries -0.38; number 6, N, carries 0.06; number 7, O, carries 0.10; number 8, H, carries 0.05

The following is a DFT calculation (ωB97M-V with the def2-TZVPD basis set) of a single C5H8 molecule.

```
13
Properties=species:S:1:pos:R:3:forces:R:3
C -0.589 1.049 -0.147 0.009 0.625 -0.310
C -1.115 -0.373 -0.300 0.592 0.179 -0.243
C 0.218 -0.838 0.666 -2.088 0.392 -2.092
C 1.390 -0.542 -0.184 -0.127 -0.142 -0.148
C 0.671 0.582 0.556 -0.090 0.367 0.114
H -0.476 1.603 -1.076 0.085 0.361 -0.037
H -1.217 1.611 0.548 0.040 0.067 -0.181
H -2.133 -0.537 0.126 0.941 -0.025 -0.011
H -1.079 -0.859 -1.279 0.060 0.300 -0.015
H -0.572 -1.487 0.913 0.982 -1.967 2.737
H 1.275 -0.662 -1.261 0.112 0.221 0.059
H 2.403 -0.743 0.172 -0.416 -0.111 0.104
H 1.226 1.195 1.265 -0.098 -0.267 0.023
```
Positions in Å, forces in eV/Å.

- net charge = 0
- ΔE to the lowest compared entry with this formula, charge and spin (kJ/mol) = 331.3
- LUMO level (eV) = 1.29
- SMILES = C1C[C@H]2C[C@@H]12
- total energy (eV) = -5310.7336

Atom charges from the Löwdin analysis, given in e for atoms 1 to 8: number 1, C, carries -0.18; number 2, C, carries -0.13; number 3, C, carries -0.18; number 4, C, carries -0.10; number 5, C, carries -0.24; number 6, H, carries 0.10; number 7, H, carries 0.11; number 8, H, carries 0.11

The following is a DFT calculation (ωB97M-V with the def2-TZVPD basis set) of C6H6BaO3 as an isolated structure.

```
16
Properties=species:S:1:pos:R:3:forces:R:3
C -1.061 -1.477 0.037 -7.496 2.543 1.752
C -0.044 -1.032 0.748 1.597 -0.764 -0.727
C 1.369 -1.535 0.624 0.048 -0.795 0.452
C 2.219 -0.902 -0.477 0.875 -0.097 -0.238
O 1.912 0.415 -0.735 -0.847 1.957 0.077
Ba 0.591 2.392 -0.663 -0.841 -2.009 0.077
H -0.274 -0.287 1.517 -0.345 -0.247 -0.458
H 1.375 -2.616 0.423 -0.146 0.122 0.115
H 1.834 -1.453 1.620 0.019 0.256 -0.383
H 2.175 -1.510 -1.404 -0.373 0.156 0.222
H 3.279 -1.003 -0.168 -0.189 0.073 -0.003
O -2.301 -1.420 -0.102 6.562 -1.855 -0.903
H -4.075 -0.656 0.376 -1.108 3.610 -1.127
C -4.172 0.468 -0.024 -0.124 -1.441 0.915
C -3.539 1.520 -0.215 1.187 -3.751 0.833
O -2.490 2.179 -0.384 1.182 2.241 -0.605
```
Positions in Å, forces in eV/Å.

- net charge = 0
- ΔE to the lowest compared entry with this formula, charge and spin (kJ/mol) = 374.2
- LUMO level (eV) = -1.64
- total energy (eV) = -13149.5070

Atom charges from the Löwdin analysis, given in e for atoms 1 to 8: number 1, C, carries -0.07; number 2, C, carries -0.14; number 3, C, carries -0.22; number 4, C, carries -0.42; number 5, O, carries -0.70; number 6, Ba, carries 1.84; number 7, H, carries 0.12; number 8, H, carries 0.11

The following is a DFT calculation (ωB97M-V with the def2-TZVPD basis set) of C11H21CeCl4O4P2 as an isolated structure.

```
43
Properties=species:S:1:pos:R:3:forces:R:3
C 0.658 -0.148 -6.228 0.048 0.077 0.186
C 0.401 0.291 -4.816 0.027 -0.042 -0.350
H 1.735 -0.178 -6.408 -0.164 0.020 0.036
H 0.171 0.548 -6.918 0.045 -0.081 0.097
H 0.213 -1.134 -6.387 0.028 0.132 0.027
O 1.190 0.574 -3.975 -0.516 -0.152 0.079
Cl -1.395 0.361 -4.462 0.529 -0.004 0.192
Ce 0.271 0.030 0.374 -9.257 -0.869 -4.349
P 0.049 2.325 0.129 -2.070 9.928 -1.380
C 1.316 3.392 0.912 0.648 -0.784 0.466
C 0.044 2.880 -1.617 0.188 -0.646 -0.131
H -0.147 3.957 -1.688 0.003 -0.192 0.214
H -1.628 4.056 0.569 0.165 -0.207 -0.119
H -0.734 2.325 -2.146 0.037 0.157 -0.174
H -2.347 2.432 0.317 -0.091 0.164 0.098
H 2.301 3.140 0.509 -0.041 0.127 0.053
H 1.010 2.648 -2.071 -0.104 0.065 -0.116
C -1.528 2.986 0.783 -0.108 -0.429 0.211
H 1.107 4.451 0.727 -0.266 -0.245 -0.149
H -1.567 2.823 1.863 -0.053 -0.034 -0.097
H 1.330 3.207 1.989 0.024 0.113 -0.051
P 0.252 -2.286 0.457 -1.152 -10.128 0.331
C 1.600 -3.118 1.377 0.639 0.876 0.327
C -1.268 -2.984 1.204 -0.190 0.524 0.104
H -0.512 -2.676 -1.792 0.015 -0.214 -0.126
H 0.213 -4.169 -1.111 -0.001 0.226 0.125
H 1.254 -2.830 -1.681 -0.051 -0.139 -0.073
C 0.308 -3.081 -1.193 0.075 0.630 -0.256
H -2.128 -2.572 0.669 -0.083 -0.164 0.113
H -1.274 -4.077 1.141 0.160 0.204 -0.126
H 1.484 -4.206 1.347 -0.273 0.179 -0.253
H 1.591 -2.780 2.417 -0.055 -0.004 -0.059
H -1.328 -2.675 2.251 -0.011 -0.057 -0.108
H 2.562 -2.843 0.937 0.005 -0.152 0.062
C 1.793 0.168 1.364 12.514 1.261 7.817
O 2.771 0.257 2.000 -1.441 -0.139 -0.887
Cl -1.082 -0.701 6.138 -0.189 0.225 -0.706
C -1.760 -0.106 4.596 -0.690 -0.004 1.456
Cl -3.235 -1.032 4.232 0.279 0.033 -0.230
Cl -2.185 1.612 4.793 0.180 -0.099 -0.250
C -0.783 -0.250 3.466 5.609 -1.874 -0.928
O 0.408 -0.761 3.676 -4.946 1.877 -1.159
O -1.131 0.140 2.256 0.537 -0.157 0.086
```
Positions in Å, forces in eV/Å.

- net charge = +2
- ΔE to the lowest compared entry with this formula, charge and spin (kJ/mol) = 972.1
- <S²> = 0.772
- LUMO level (spin up / spin down) (eV) = -9.70 / -9.48
- total energy (eV) = -101509.6954
- multiplicity = 2

Atom charges from the Löwdin analysis, given in e for atoms 1 to 8: number 1, C, carries -0.06; number 2, C, carries -0.78; number 3, H, carries 0.10; number 4, H, carries 0.10; number 5, H, carries 0.10; number 6, O, carries 0.03; number 7, Cl, carries 0.59; number 8, Ce, carries 0.86

The following is a DFT calculation (ωB97M-V with the def2-TZVPD basis set) of a 6-piece molecular cluster, C30H34BF5N2O18 overall.

```
90
Properties=species:S:1:pos:R:3:forces:R:3
C -5.137 -3.569 -1.164 0.003 0.028 0.108
C -3.864 -3.400 -0.837 -0.185 -0.093 -0.152
C -3.380 -2.300 0.065 -0.132 0.015 0.015
C -2.558 -1.279 -0.680 -0.145 0.183 0.153
C -3.106 -0.006 -0.956 -0.058 -0.345 0.041
C -2.420 0.953 -1.639 -0.230 0.195 -0.067
C -3.049 2.300 -1.858 0.191 0.387 0.127
O -3.236 2.953 -0.600 -0.125 -0.278 0.070
C -4.543 3.420 -0.346 0.157 0.051 0.147
C -1.116 0.665 -2.101 0.278 -0.124 -0.057
N -0.415 1.599 -2.801 0.035 -0.019 0.025
C 0.794 1.272 -3.156 -0.015 -0.060 0.055
C 1.386 0.007 -2.865 -0.016 0.052 -0.077
B 2.876 -0.315 -3.299 0.098 0.173 0.021
O 3.147 -1.325 -4.191 -0.186 0.037 -0.045
O 3.901 0.462 -2.833 -0.117 -0.568 0.304
C 3.850 0.943 -1.479 0.456 0.635 0.270
C 3.678 2.444 -1.409 -0.363 -0.116 -0.200
N 0.713 -0.918 -2.220 0.011 0.009 0.009
C -0.551 -0.603 -1.819 0.131 0.214 -0.116
C -1.294 -1.553 -1.105 0.070 -0.327 0.082
H -5.905 -2.904 -0.786 -0.027 0.001 0.048
H -5.466 -4.378 -1.801 0.056 -0.002 -0.086
H -3.116 -4.069 -1.248 0.088 0.011 0.067
H -4.242 -1.805 0.513 -0.027 0.020 0.037
H -2.799 -2.729 0.884 0.102 -0.022 -0.028
H -4.103 0.199 -0.591 -0.063 0.102 -0.071
H -2.397 2.919 -2.471 -0.024 -0.015 -0.106
H -4.008 2.190 -2.368 -0.061 -0.041 -0.015
H -4.713 3.382 0.731 0.033 0.017 0.044
H -5.299 2.791 -0.819 -0.060 0.021 -0.082
H -4.658 4.459 -0.664 -0.112 0.012 -0.148
H 1.368 2.010 -3.708 -0.014 0.042 -0.016
H 3.428 -2.156 -3.804 0.150 -0.017 -0.114
H 4.826 0.716 -1.045 0.012 -0.184 -0.060
H 3.105 0.420 -0.876 -0.198 -0.085 -0.234
H 3.692 2.768 -0.369 0.195 0.039 0.024
H 2.723 2.761 -1.828 -0.039 -0.044 -0.038
H 4.477 2.917 -1.972 0.016 0.166 0.149
H -0.851 -2.518 -0.908 0.116 -0.087 -0.031
O -3.289 0.211 6.011 0.003 -0.053 0.047
C -3.275 0.680 4.927 0.041 -0.201 -0.003
O -2.445 1.657 4.507 0.017 0.033 -0.055
C -2.630 1.845 3.100 0.037 0.110 0.007
C -4.025 1.295 2.898 0.198 -0.097 -0.058
F -4.157 0.715 1.685 -0.043 -0.106 0.103
O -4.112 0.298 3.909 -0.040 0.448 -0.004
H -1.899 1.255 2.546 -0.059 -0.046 -0.049
H -2.531 2.894 2.837 -0.004 0.031 0.130
H -4.823 2.025 3.043 -0.081 -0.052 -0.114
O 7.406 4.968 -2.804 -0.008 0.089 -0.032
C 7.408 3.890 -3.287 -0.038 -0.078 -0.094
O 6.360 3.032 -3.286 0.039 0.002 -0.079
C 6.692 1.898 -4.093 -0.067 -0.138 0.059
C 8.206 1.937 -4.068 -0.044 0.126 -0.065
F 8.755 1.493 -5.225 -0.016 0.063 -0.035
O 8.472 3.319 -3.923 0.090 -0.088 0.209
H 6.315 2.046 -5.105 0.089 -0.007 -0.047
H 6.262 0.994 -3.671 -0.059 0.092 0.110
H 8.660 1.398 -3.236 0.053 -0.070 -0.061
O 6.721 1.695 0.568 -0.007 -0.026 -0.124
C 6.373 0.884 1.354 -0.071 -0.011 -0.020
O 5.335 1.027 2.211 -0.014 -0.068 0.035
C 5.133 -0.215 2.892 -0.062 0.013 0.061
C 6.491 -0.874 2.751 -0.067 -0.007 -0.112
F 6.402 -2.220 2.641 -0.024 0.014 -0.081
O 6.962 -0.334 1.530 0.123 0.099 0.177
H 4.368 -0.796 2.374 0.044 -0.077 -0.002
H 4.832 -0.042 3.920 0.045 0.149 -0.015
H 7.200 -0.632 3.544 0.011 -0.107 0.035
O -8.531 2.670 5.469 -0.015 0.079 0.013
C -8.362 1.791 4.700 -0.082 -0.026 -0.134
O -9.137 0.687 4.585 -0.002 -0.049 -0.038
C -8.704 -0.063 3.444 -0.061 -0.025 0.076
C -7.277 0.417 3.286 -0.198 -0.032 -0.098
F -6.899 0.457 1.983 -0.029 0.067 0.002
O -7.343 1.738 3.787 0.170 -0.108 0.196
H -9.305 0.211 2.576 0.065 0.028 -0.049
H -8.789 -1.129 3.632 -0.020 0.033 0.165
H -6.540 -0.150 3.855 0.090 -0.021 -0.114
O -0.742 -5.036 -0.616 -0.086 0.038 0.021
C 0.381 -5.083 -0.248 0.124 0.147 -0.037
O 1.455 -5.259 -1.050 0.040 -0.038 0.011
C 2.638 -5.091 -0.266 0.088 -0.016 -0.054
C 2.131 -5.373 1.133 -0.036 0.118 -0.028
F 2.768 -4.635 2.073 -0.047 0.063 -0.036
O 0.780 -4.964 1.050 -0.053 -0.236 0.021
H 2.986 -4.059 -0.349 0.002 0.019 0.091
H 3.417 -5.771 -0.598 -0.108 -0.078 -0.080
H 2.169 -6.423 1.428 0.072 0.019 0.091
```
Positions in Å, forces in eV/Å.

- net charge = 0
- LUMO level (eV) = -0.28
- SMILES = C=CCc1cc(COC)c2ncc(B(O)OCC)nc2c1.O=C1OC[C@@H](F)O1.O=C1OC[C@@H](F)O1.O=C1OC[C@@H](F)O1.O=C1OC[C@@H](F)O1.O=C1OC[C@@H](F)O1
- total energy (eV) = -85762.2681

Atom charges from the Löwdin analysis, given in e for atoms 1 to 8: number 1, C, carries 0.01; number 2, C, carries -0.17; number 3, C, carries -0.15; number 4, C, carries -0.19; number 5, C, carries 0.03; number 6, C, carries -0.12; number 7, C, carries -0.16; number 8, O, carries -0.18